Run 1
Entry from OMol25: a cluster of 2 separate species, C5H15N2O in total (ωB97M-V/def2-TZVPD).

- M: 119.188 g mol⁻¹
- Net charge: +1
- Kohn-Sham gap: 0.280 Ha

Geometry (Å):
H: 1.756 0.377 1.665
C: -2.217 0.489 -1.657
H: -0.922 -1.041 -2.774
H: 1.865 -3.195 4.083
C: -0.046 0.654 -0.348
H: 1.700 -0.618 -0.443
N: -2.073 -0.777 -2.611
H: 0.392 -1.201 -1.579
H: 3.226 -3.114 4.582
H: -0.382 1.397 -2.351
H: -2.465 -1.563 -2.228
C: 0.468 1.557 0.483
H: -3.005 1.263 -2.199
H: -2.738 0.016 -0.774
H: 0.342 -1.607 0.025
H: -2.304 -0.538 -3.537
H: -1.319 2.201 -1.087
H: 0.293 2.597 0.307
C: 0.498 -0.681 -0.603
H: 2.030 2.227 1.708
O: 2.533 -2.595 4.209
C: -0.962 1.226 -1.403
N: 1.333 1.361 1.482

---

Run 2
Entry from OMol25: a cluster of 2 separate species, C5H15N2O in total (ωB97M-V/def2-TZVPD).

- M: 119.188 g mol⁻¹
- Net charge: +1
- Kohn-Sham gap: 0.348 Ha

Geometry (Å):
H: 0.243 0.885 1.395
C: 1.052 -2.511 0.152
H: 3.068 -0.968 2.173
H: -2.633 1.697 -0.391
C: 2.024 -1.259 2.071
O: 0.686 -2.654 -1.145
C: 1.666 -1.425 0.625
H: 1.857 -2.189 2.614
H: -1.396 0.729 1.191
H: -1.313 2.567 -2.876
C: -1.860 1.569 -1.150
H: 1.423 -0.492 2.574
N: -1.897 2.705 -2.064
H: -2.038 0.598 -1.636
H: 0.402 -3.569 -1.262
H: -2.856 2.818 -2.364
N: -0.488 0.658 0.725
H: -0.330 -0.336 0.492
H: 1.902 -0.632 -0.083
H: 0.829 -3.316 0.846
H: -0.170 2.521 -0.220
C: -0.474 1.523 -0.524
H: 0.304 1.083 -1.146

---

Most stable: run 2 (next structure +1.906 eV)

---

Run 1
Entry from OMol25: a structure of composition C5H15N2O (ωB97M-V/def2-TZVPD).

- M: 119.188 g mol⁻¹
- Net charge: +1
- Kohn-Sham gap: 0.342 Ha

Geometry (Å):
H: 1.248 0.077 -1.113
C: -2.292 -1.668 -0.170
O: -0.621 0.358 -1.482
H: 0.590 -1.408 0.711
C: 0.606 -0.308 0.734
H: -3.155 -1.933 -0.752
H: 3.643 0.120 -0.829
H: -0.388 2.585 -0.486
C: -0.876 1.967 0.310
H: 1.601 1.307 -0.237
C: 3.076 -0.151 -0.017
N: -2.103 -0.247 0.172
H: -2.606 -0.008 0.956
C: -0.996 0.540 -0.217
H: 3.616 0.192 0.910
H: -2.022 2.284 0.638
H: -0.958 -0.384 -2.003
N: 1.682 0.255 -0.203
H: 3.230 -1.326 0.135
H: -1.388 -2.071 -0.756
H: -2.282 -2.253 0.679
H: 0.719 0.113 1.677
H: -0.323 1.960 1.344

---

Run 2
Entry from OMol25: a structure of composition C5H15N2O (ωB97M-V/def2-TZVPD).

- M: 119.188 g mol⁻¹
- Net charge: +1
- Kohn-Sham gap: 0.135 Ha

Geometry (Å):
H: 0.027 -0.223 -0.411
H: 2.232 -2.068 0.460
H: 3.393 -1.911 -0.949
H: -1.835 0.640 1.176
H: -2.371 -0.336 -2.148
H: 1.782 0.159 1.582
N: -0.309 1.821 -0.521
H: -3.685 0.035 -1.229
C: 2.578 -0.087 -0.277
C: -0.788 0.480 1.433
H: -1.242 1.559 -0.880
H: -2.128 -0.791 -0.331
H: -0.598 1.224 2.209
H: -2.172 -2.501 0.162
C: 2.782 -1.404 -0.206
H: 3.076 0.431 -1.093
N: -2.663 -0.028 -1.216
H: 2.069 1.684 0.640
O: -1.681 -1.663 0.139
C: 1.619 0.673 0.600
H: -0.574 -0.497 1.876
H: 0.323 2.146 -1.250
C: 0.161 0.658 0.235

---

Most stable: run 1 (next structure +4.635 eV)

---

Run 1
Entry from OMol25: a structure of composition C5H15N2O (ωB97M-V/def2-TZVPD).

- M: 119.188 g mol⁻¹
- Net charge: +1
- Kohn-Sham gap: 0.237 Ha

Geometry (Å):
H: -0.612 -1.332 -0.682
H: -0.485 1.312 -0.321
H: -0.666 2.036 -1.793
H: -8.813 -1.473 0.008
C: 0.120 -1.569 0.105
C: 1.317 -0.798 -0.076
H: 1.200 -0.920 -2.146
C: 1.665 -0.324 -1.369
H: -0.983 1.459 2.112
H: 1.359 1.451 -2.583
H: 3.187 -0.154 0.937
H: 1.715 1.814 -0.881
H: 2.756 -0.322 -1.506
H: -0.308 -1.341 1.082
H: -8.728 -0.813 0.342
N: 1.617 -0.110 2.155
C: 2.136 -0.377 1.070
C: 1.149 1.179 -1.553
H: 0.478 0.550 1.971
N: -0.258 1.252 -1.320
H: 2.274 0.122 2.880
H: 0.271 -2.641 0.055
O: -0.392 1.000 1.513

---

Run 2
Entry from OMol25: a structure of composition C5H15N2O (ωB97M-V/def2-TZVPD).

- M: 119.188 g mol⁻¹
- Net charge: +1
- Kohn-Sham gap: 0.199 Ha

Geometry (Å):
N: 2.242 1.339 -1.439
H: -1.851 -1.152 1.292
H: 1.750 -0.177 -2.783
O: -1.428 -1.384 -1.591
C: 1.311 0.339 0.817
C: 1.209 0.591 -2.213
H: -2.301 -0.961 -1.564
H: 2.101 -0.275 1.244
H: 0.706 1.204 -2.953
H: -0.149 -2.239 1.088
H: 1.048 2.356 -0.120
C: -0.747 -1.379 0.777
H: -0.919 -1.525 -0.420
H: 0.555 0.203 -1.482
H: -0.355 0.209 2.245
H: 2.612 2.011 0.476
H: 3.029 0.687 -1.429
H: -0.745 0.731 0.669
C: -0.105 0.011 1.192
H: -3.196 -0.472 2.849
N: -2.867 -0.630 1.902
C: 1.691 1.524 0.144
H: -3.590 -1.012 1.298

---

Most stable: run 1 (next structure +7.484 eV)

---

Run 1
Entry from OMol25: a cluster of 2 separate species, CH3NOS in total (ωB97M-V/def2-TZVPD).

- M: 77.108 g mol⁻¹
- Kohn-Sham gap (spin up / spin down): 0.329 / 0.268 Ha

Geometry (Å):
C: -0.745 -0.275 -0.251
H: -0.292 -1.119 -0.768
N: 0.120 0.656 0.132
S: -2.350 -0.223 0.080
H: -0.203 1.373 0.788
H: 2.090 -1.044 0.158
O: 1.379 0.632 -0.139

---

Run 2
Entry from OMol25: the molecule CH3NOS (ωB97M-V/def2-TZVPD).

- M: 77.108 g mol⁻¹
- Kohn-Sham gap: 0.339 Ha
- SMILES: ONC=S

Geometry (Å):
S: -1.976 0.278 -1.285
H: -0.316 -1.135 0.248
H: 1.327 -0.757 1.489
C: -0.542 0.651 -0.587
N: 0.058 -0.190 0.304
O: 1.414 -0.259 0.721
H: 0.035 1.412 -0.889

---

Run 3
Entry from OMol25: the molecule CH3NOS (ωB97M-V/def2-TZVPD).

- M: 77.108 g mol⁻¹
- Kohn-Sham gap: 0.383 Ha
- SMILES: O=CNS

Geometry (Å):
N: 0.338 -0.029 -0.401
H: -1.437 1.544 -0.864
O: 1.176 -0.635 1.472
C: 0.187 -0.660 0.750
H: -0.762 -0.930 1.194
H: 1.323 0.150 -0.635
S: -0.825 0.561 -1.518

---

Run 4
Entry from OMol25: the molecule CH3NOS (ωB97M-V/def2-TZVPD).

- M: 77.108 g mol⁻¹
- Kohn-Sham gap (spin up / spin down): 0.253 / 0.289 Ha

Geometry (Å):
N: -0.974 -0.191 0.012
C: 0.214 0.371 -0.004
S: -2.501 0.499 0.004
H: 0.274 1.441 -0.042
H: -1.030 -1.207 0.030
H: 1.103 -0.227 0.011
O: -3.437 -0.637 -0.009

---

Most stable: run 3 (next structure +1.638 eV)

---

Run 1
Entry from OMol25: the ion C5H8F3N3S with charge +2 (ωB97M-V/def2-TZVPD).

- M: 199.201 g mol⁻¹
- Net charge: +2
- Kohn-Sham gap: 0.323 Ha
- SMILES: [NH3+]C1=C[C@](S)(C(F)(F)F)[NH+]=CN1

Geometry (Å):
H: -1.017 1.148 1.521
H: -0.402 -1.679 2.078
H: 1.632 -0.285 -3.840
C: 0.517 -0.863 -0.535
F: 3.250 0.206 -0.100
N: -0.438 0.910 0.747
H: -1.818 -0.936 1.929
N: -0.987 -1.327 1.332
H: 0.186 2.956 0.325
H: 0.500 -1.830 -1.046
F: 3.620 0.976 -2.008
N: 1.041 1.639 -0.900
C: 1.310 0.364 -1.472
C: 0.247 1.855 0.090
C: 2.890 0.120 -1.364
H: -1.617 -1.969 0.879
C: -0.297 -0.457 0.369
F: 3.186 -1.110 -1.712
S: 0.631 0.425 -3.254
H: 1.340 2.530 -1.322

---

Run 2
Entry from OMol25: a structure of composition C5H8F3N3S (ωB97M-V/def2-TZVPD).

- M: 199.201 g mol⁻¹
- Net charge: +2
- Kohn-Sham gap: 0.272 Ha

Geometry (Å):
H: -2.570 0.918 0.090
H: -0.136 2.109 0.859
N: -2.091 0.723 -0.815
S: 1.391 -0.061 2.762
H: 2.631 -0.456 0.170
F: 0.066 -2.165 -0.913
F: -2.059 -1.896 -0.500
H: 2.137 0.240 -2.026
C: 0.991 0.257 1.141
H: -0.154 0.877 -2.306
C: 1.371 0.268 -1.171
N: 0.164 0.596 -1.430
C: -0.870 0.444 -0.410
H: 2.725 -0.515 2.532
H: -2.430 0.430 -1.711
N: 1.749 -0.030 0.085
C: -0.315 0.990 0.931
F: -0.663 -2.139 1.085
C: -0.835 -1.495 -0.126
H: -1.101 0.904 1.752

---

Most stable: run 1 (next structure +0.914 eV)

---

Run 1
Entry from OMol25: the molecule C7H14O4 (ωB97M-V/def2-TZVPD).

- M: 162.185 g mol⁻¹
- Kohn-Sham gap: 0.395 Ha
- SMILES: CO[C@H]1CCC[C@@H](OO)CO1

Geometry (Å):
H: -0.251 1.666 -3.757
O: -1.158 -0.652 2.263
O: -0.328 2.190 -2.938
H: -0.246 -0.604 -2.486
C: 0.640 -0.399 -1.799
H: -1.366 1.710 -1.281
C: 0.809 -1.510 -0.799
H: 0.667 -2.097 1.308
H: -1.444 -0.355 4.240
C: 0.024 -1.611 0.534
C: -0.657 -0.118 3.499
H: 0.271 0.432 1.308
H: 0.304 -0.542 3.651
O: -1.356 0.312 0.145
H: 1.892 -1.563 -0.594
O: 0.945 1.994 -2.347
H: -0.487 0.983 3.557
H: 0.691 -2.485 -1.319
H: 1.503 -0.478 -2.494
H: -0.526 2.244 0.149
H: -0.849 -2.256 0.355
H: 1.481 1.056 -0.496
C: -0.503 -0.316 1.059
C: 0.657 1.040 -1.247
C: -0.715 1.360 -0.511

---

Run 2
Entry from OMol25: a structure of composition C7H14O4 (ωB97M-V/def2-TZVPD).

- M: 162.185 g mol⁻¹
- Kohn-Sham gap: 0.332 Ha

Geometry (Å):
C: 2.999 0.197 -0.131
H: -0.920 0.716 -1.736
O: 0.403 0.882 -0.523
H: -0.629 -2.675 -0.426
O: 2.131 0.582 0.834
C: 0.828 -1.414 0.564
C: -1.046 0.773 -0.778
C: -1.653 2.003 -0.040
H: -0.803 2.348 1.076
C: -1.474 -0.626 -0.695
H: 0.372 -1.623 1.492
H: 3.164 -0.836 -0.711
H: 0.074 -1.383 -1.654
H: 1.958 -1.876 0.661
H: -3.034 1.838 0.260
H: 4.143 -0.047 0.099
C: 0.715 0.198 0.571
H: -0.009 0.492 1.342
O: -2.621 -0.892 0.146
H: 3.072 1.380 -0.756
H: -1.123 2.728 -1.067
H: -2.130 -0.375 2.345
O: -2.206 0.172 1.310
C: -0.294 -1.686 -0.554
H: -1.917 -0.877 -1.630

---

Most stable: run 1 (next structure +9.776 eV)

---

Run 1
Entry from OMol25: a cluster of 2 separate species, C4H8O4 in total (ωB97M-V/def2-TZVPD).

- M: 120.104 g mol⁻¹
- Kohn-Sham gap: 0.404 Ha
- SMILES: CC(=O)O.CC(=O)O

Geometry (Å):
H: 0.813 -0.261 0.624
C: 0.237 -0.762 -1.763
H: 1.212 -2.432 -2.440
H: -1.000 0.427 -0.877
C: -0.113 1.024 1.668
O: 1.036 0.484 1.415
O: -0.868 -0.006 -1.704
O: -1.086 0.824 0.853
C: -0.373 1.608 2.935
H: -0.723 -2.469 -2.951
H: -1.120 2.379 2.746
O: 1.040 -0.544 -0.865
H: -0.629 0.716 3.621
H: 0.626 2.024 3.481
H: 0.664 -1.188 -3.876
C: 0.283 -1.825 -2.866

---

Run 2
Entry from OMol25: the molecule C4H8O4 (ωB97M-V/def2-TZVPD).

- M: 120.104 g mol⁻¹
- Kohn-Sham gap: 0.383 Ha
- SMILES: O[C@H]1[C@H](O)[C@@H](O)[C@H]1O

Geometry (Å):
H: -0.606 -0.991 -1.864
O: 2.082 -0.561 0.289
H: -1.751 2.115 -0.240
C: -1.271 0.407 -0.014
O: -0.262 -1.967 -0.054
H: 1.160 -0.092 1.500
H: -0.362 -1.870 0.938
C: 0.221 0.860 0.423
H: 1.847 -1.550 -0.064
C: 0.977 -0.014 -0.537
H: 1.570 0.547 -1.503
H: -2.109 0.382 0.829
O: 0.281 0.215 1.650
O: -1.969 1.375 -1.006
C: -0.383 -0.806 -0.763
H: 0.572 1.950 0.416

---

Most stable: run 1 (next structure +4.072 eV)

---

Run 1
Entry from OMol25: the molecule C4H8O4 (ωB97M-V/def2-TZVPD).

- M: 120.104 g mol⁻¹
- Kohn-Sham gap: 0.300 Ha

Geometry (Å):
H: 0.458 -2.381 -0.540
C: -0.661 -0.812 -0.023
H: 2.443 0.034 0.976
C: -0.988 1.707 0.460
O: 1.387 -1.938 -0.377
C: -1.419 0.389 -0.046
H: -2.327 0.362 -0.649
O: 1.496 -0.140 1.076
H: -1.807 2.213 0.981
H: 1.599 -0.328 -1.930
H: -0.124 1.645 1.115
O: -1.023 -1.947 -0.519
H: -0.754 -0.683 1.163
H: -0.737 2.330 -0.408
C: 1.041 -0.664 -0.127
O: 1.416 0.214 -1.152

---

Run 2
Entry from OMol25: a cluster of 2 separate species, C4H8O4 in total (ωB97M-V/def2-TZVPD).

- M: 120.104 g mol⁻¹
- Kohn-Sham gap: 0.404 Ha
- SMILES: CC(=O)O.CC(=O)O

Geometry (Å):
C: 4.047 0.067 0.049
H: 4.530 0.997 0.770
O: 1.705 1.193 -0.158
O: -2.179 1.336 -0.218
H: 1.097 -1.213 0.017
H: -4.432 -0.066 1.242
H: 4.305 -0.928 0.552
C: -2.585 -0.020 -0.005
C: -4.000 -0.224 0.097
H: -1.092 1.546 -0.318
H: -4.564 0.347 -0.513
C: 2.452 0.202 -0.059
H: 4.488 0.001 -1.058
H: -4.178 -1.235 0.161
O: -1.710 -0.954 -0.397
O: 2.115 -1.049 -0.160

---

Most stable: run 2 (next structure +0.816 eV)